Computed, not measured: 10 unconnected molecules or ions with the total composition H20O10 at a distorted geometry, with ωB97M-V/def2-TZVPD.

Each line ends with the Mulliken charge.
Geometry (Å):
1 O 0.620 -2.309 0.983  -0.61
2 H 1.357 -2.583 1.549  0.25
3 H -0.060 -1.960 1.531  0.37
4 O 1.143 -3.459 -1.446  -0.65
5 H 0.773 -3.208 -2.274  0.33
6 H 0.728 -2.855 -0.820  0.37
7 O 0.552 0.468 -0.114  -0.65
8 H 0.373 -0.495 -0.192  0.29
9 H -0.228 0.880 0.312  0.34
10 O -2.828 0.998 -1.128  -0.63
11 H -2.357 1.830 -1.002  0.33
12 H -3.649 1.265 -1.469  0.25
13 O 2.201 2.482 1.974  -0.61
14 H 3.025 2.191 1.736  0.30
15 H 1.891 2.564 1.059  0.27
16 O 0.033 1.196 -2.792  -0.68
17 H -0.128 2.118 -2.673  0.28
18 H 0.381 0.976 -1.891  0.44
19 O -1.346 -1.021 -2.332  -0.66
20 H -0.897 -0.209 -2.561  0.42
21 H -1.939 -0.645 -1.717  0.27
22 O 2.925 -0.144 0.600  -0.68
23 H 2.961 -0.842 -0.087  0.30
24 H 2.085 0.282 0.328  0.42
25 O -1.688 1.247 1.500  -0.68
26 H -2.327 1.337 0.837  0.33
27 H -1.385 2.077 1.751  0.30
28 O -0.920 -1.073 2.915  -0.76
29 H -1.229 -0.362 2.333  0.38
30 H -0.067 -0.744 3.089  0.33

The structure (SMILES) is O.O.O.O.O.O.O.O.O.O. As for the calculated total energy: -764.36982 Eh. Its spin multiplicity is 1. The energy relative to the best compared isomer or geometry (same formula, charge and spin) is 70.3 kcal per mole.